This record from the OMol25 dataset describes a molecular structure, C24H60BBaF4O12. The level of theory is ωB97M-V/def2-TZVPD.

Structure (XYZ):
```
102
Properties=species:S:1:pos:R:3:forces:R:3:lowdin_charge:R:1
Ba -1.4935 -3.3356 0.9107 0.2507 1.1045 0.0047 2.2049
B -0.6380 -0.3285 0.4937 0.3652 1.6885 0.3515 -1.3639
F -0.0880 -0.8189 1.7167 0.0335 -0.0699 0.0231 0.0583
F -2.0264 -0.4856 0.6238 -0.3314 -0.3554 -0.2042 0.0734
F -0.3134 0.9919 0.2057 -0.0704 -0.5931 0.4962 0.1534
F -0.1618 -1.1573 -0.5129 -0.0038 -0.8503 -0.6118 0.0841
C -3.0877 -0.8899 3.1528 0.3698 1.3549 0.9106 -0.0794
O -2.3397 -2.0928 3.3011 -0.4249 -1.0433 -0.7042 -0.3414
C -1.3717 -2.1696 4.3440 0.9684 0.4731 -1.4703 -0.1656
C -0.7282 -3.5727 4.4352 -0.5886 -0.1209 -0.2737 -0.1262
O -0.1941 -4.1566 3.1535 0.1728 0.2316 2.5250 -0.3754
C 0.6590 -5.3138 3.4673 -0.3936 0.1485 -0.3848 -0.0598
H -2.5193 0.0172 2.9479 0.9529 -0.3306 -0.1525 0.0953
H -3.5311 -0.6161 4.1102 -0.7527 -0.4744 -0.0001 0.1015
H -3.7628 -0.9011 2.2971 -0.1709 -0.8010 0.4357 0.0907
H -1.8010 -1.8764 5.3021 0.0024 -0.2308 0.1788 0.1414
H -0.6230 -1.4395 4.0366 0.3887 0.1276 0.4747 0.1144
H -1.4692 -4.2347 4.8833 -0.2285 -0.4870 -0.5139 0.1230
H 0.0399 -3.5551 5.2084 0.4512 0.3018 -0.3592 0.1302
H 0.0823 -6.1238 3.9139 -0.3583 -0.0278 -0.3134 0.0936
H 1.4683 -5.1616 4.1814 -0.0548 0.9019 -0.0052 0.0961
H 1.1239 -5.6205 2.5304 -0.2341 -0.0295 -0.0016 0.0897
C -2.9342 -1.5057 -1.9399 -0.2413 0.7581 0.8156 -0.0615
O -3.3777 -2.4219 -0.9042 -0.8387 0.8840 -0.7073 -0.3726
C -4.8027 -2.3696 -0.6097 1.7067 -2.1850 0.6354 -0.1218
C -4.9644 -3.5818 0.3335 -1.2534 0.5571 0.0154 -0.1982
O -4.1523 -3.5046 1.4883 0.5406 0.9904 0.3381 -0.3745
C -4.6345 -4.1348 2.6783 -0.2179 -0.8491 -0.7219 -0.0543
H -3.2071 -0.4789 -1.6962 -0.1668 0.0606 0.4171 0.0999
H -3.4095 -1.6642 -2.9079 0.3337 -0.7310 -0.0740 0.1048
H -1.8453 -1.4938 -1.8920 -0.1966 -0.4077 -0.5990 0.0718
H -5.3719 -2.6397 -1.4992 -0.1095 0.4096 -0.1775 0.1373
H -5.1523 -1.4494 -0.1416 0.3335 0.1810 -0.1475 0.1417
H -4.7601 -4.5279 -0.1677 -0.0012 -0.0157 -0.3340 0.1243
H -6.0189 -3.5729 0.6093 -0.1794 -0.2578 0.2405 0.1346
H -4.6767 -5.1971 2.4377 -0.1213 -0.3101 0.4035 0.0971
H -5.6427 -3.8240 2.9519 0.0522 0.3219 -0.0601 0.1055
H -3.9372 -3.9697 3.4996 -0.0464 0.2351 -0.2861 0.0845
C 1.4704 1.8910 5.1970 1.2313 0.2753 0.4045 -0.1191
O 2.0200 1.9134 3.9206 0.1251 0.4565 -1.9432 -0.1884
C 2.4856 0.6710 3.3787 -0.8248 0.6798 0.5639 -0.1707
C 2.8296 0.8084 1.9086 0.5353 2.3753 0.0575 -0.1700
O 3.7942 1.8613 1.7824 0.6977 0.0775 1.0127 -0.1942
C 4.2431 2.0821 0.4736 -0.5388 -0.2487 -0.0751 -0.1154
H 1.0579 2.8719 5.4333 -0.3720 -0.0831 -0.4214 0.0920
H 2.3323 1.8317 5.8617 -0.1932 -0.6202 0.7638 0.0887
H 0.7406 1.0964 5.3524 -0.0925 -0.1422 0.0811 0.0774
H 1.6000 0.0414 3.4652 0.3026 -0.9178 -0.0449 0.0999
H 3.3468 0.3247 3.9501 0.0337 -0.2700 0.1348 0.1302
H 1.9705 1.2333 1.3894 -0.4912 -0.8650 -0.3156 0.1176
H 3.2754 -0.0798 1.4609 -0.4576 -0.4280 0.0941 0.1147
H 4.8333 1.2341 0.1263 0.0810 -0.1711 -0.2664 0.0853
H 4.8552 2.9809 0.3995 -0.0213 -0.0437 0.4126 0.0882
H 3.3672 2.2262 -0.1589 -0.0343 -0.0365 -0.5041 0.0854
C 0.5997 4.5936 0.3848 1.4557 0.1630 -1.3881 -0.0575
O 1.4113 4.9036 -0.7960 0.0149 -0.1112 0.1434 -0.2313
C 2.7036 5.4605 -0.4601 -0.6287 -0.1129 -1.0360 -0.1687
C 3.6047 5.6771 -1.7357 -1.0478 -0.2120 1.0444 -0.1860
O 3.1787 6.8105 -2.4966 0.9127 -0.2002 0.5600 -0.1818
C 4.1089 7.1568 -3.5241 -1.3017 -0.3497 -0.9227 -0.1110
H 1.2597 4.0831 1.0862 -0.0215 0.4668 0.6497 0.0765
H -0.1384 3.8273 0.1481 -0.2025 0.3990 -0.4723 0.0731
H 0.1744 5.5503 0.6882 -0.1606 -0.3482 0.6530 0.0903
H 3.1208 4.7683 0.2713 0.7088 -0.0448 -0.1669 0.0934
H 2.6075 6.4212 0.0457 -0.2012 0.2523 -0.0089 0.1211
H 3.5942 4.7784 -2.3524 -0.1878 -0.1730 -0.1851 0.1170
H 4.6277 5.7792 -1.3736 0.2125 0.3273 0.0625 0.1167
H 4.3127 6.2827 -4.1426 0.4705 -0.3364 0.1781 0.0813
H 5.0304 7.6789 -3.2665 -0.0274 -0.1826 0.6559 0.0868
H 3.5543 7.7813 -4.2245 -0.0169 0.3706 0.2388 0.0846
C 2.1621 -2.5923 0.6153 -0.2033 -0.7488 0.5069 -0.0704
O 1.1827 -3.5140 0.0873 0.1911 0.0204 0.1000 -0.3457
C 1.4106 -3.7774 -1.2818 -0.6964 -0.4490 -0.2927 -0.1751
C 0.3701 -4.8278 -1.8145 1.1246 1.6798 0.4845 -0.1300
O -0.9408 -4.3053 -1.5633 1.0517 0.5880 0.5892 -0.3565
C -1.9748 -5.0941 -2.0301 -0.5085 -1.8958 -0.4742 -0.1210
H 3.1487 -3.0552 0.6388 0.0159 -0.3735 0.1545 0.1006
H 1.7784 -2.4323 1.6230 0.4879 0.5071 -0.0602 0.0866
H 2.3077 -1.6730 0.0480 -0.7449 0.0481 -0.1001 0.0950
H 2.4299 -4.1472 -1.3934 0.0463 -0.3265 -0.2455 0.1346
H 1.3546 -2.8126 -1.7859 -0.2593 -0.0953 -0.4948 0.1288
H 0.5372 -5.7785 -1.3081 -0.2358 -0.1658 0.0618 0.1328
H 0.5469 -4.9389 -2.8843 -0.1543 -0.1277 -0.1013 0.1387
H -2.9402 -4.7529 -1.6562 0.1483 0.5033 -0.4767 0.0747
H -1.8921 -6.1212 -1.6748 0.2217 -0.3331 0.4752 0.0962
H -1.9141 -5.2554 -3.1064 -0.4171 0.6491 -0.2651 0.1112
C -0.4638 4.5219 -6.7108 -0.3645 -0.1678 -0.9954 -0.1274
O -0.6630 3.7099 -5.6102 0.3419 0.0419 1.2820 -0.1754
C -0.0999 4.1984 -4.4102 0.1130 -0.2268 -0.2354 -0.2006
C -0.1613 3.0740 -3.4035 -0.9470 1.2476 0.4169 -0.2318
O 0.2158 1.8775 -3.9824 1.4157 -0.8982 -0.5527 -0.1579
C -0.1343 0.7375 -3.2282 -0.5730 0.9264 0.4966 -0.0884
H 0.3493 4.0911 -7.2951 0.0727 0.2298 -0.3887 0.0891
H -0.2522 5.5752 -6.5268 0.0394 0.0692 0.4270 0.0867
H -1.4117 4.4639 -7.2459 0.2028 0.1782 -0.5487 0.0883
H -0.6753 5.0740 -4.1097 -0.1718 0.0117 0.5447 0.1294
H 0.9273 4.5615 -4.4445 0.3809 -0.1620 -0.8440 0.1226
H -1.2031 3.0755 -3.0828 -0.3613 -0.5795 0.2911 0.1263
H 0.4463 3.3814 -2.5523 0.1781 -0.2630 0.2886 0.1120
H 0.4597 -0.1603 -3.3994 0.1888 0.2916 -0.6916 0.0865
H -1.1825 0.5814 -3.4832 -0.2890 -0.6551 0.3576 0.0890
H -0.0273 0.9518 -2.1649 -0.1927 -0.0298 0.1671 0.0679
```
Positions in Å, forces in eV/Å.

Net charge: +1
2S+1: 1
Kohn-Sham gap, eV: 7.57
Lowest unoccupied orbital energy, eV: -2.84
DFT total energy, eV: -62667.1889